--- 1 ---
Entry from the OMol25 dataset: a 2-piece molecular cluster, C4H10N2OS overall (ωB97M-V with the def2-TZVPD basis set).

Geometry (Å):
O (1.803, -1.353, -1.175)
C (1.259, -0.564, -0.433)
N (-0.092, -0.758, -0.092)
C (-0.958, -0.017, 0.811)
C (-2.417, -0.266, 0.394)
S (-2.708, 0.353, -1.262)
C (1.954, 0.605, 0.263)
N (3.271, 0.867, -0.356)
H (-0.540, -1.283, -0.833)
H (-0.719, 1.066, 0.744)
H (-0.658, -0.245, 1.843)
H (-3.188, 0.107, 1.159)
H (-2.604, -1.349, 0.146)
H (-4.583, -0.410, -1.078)
H (1.945, 0.354, 1.306)
H (1.367, 1.532, 0.301)
H (3.806, 0.014, -0.533)
H (3.062, 1.346, -1.203)

=====

--- 2 ---
Entry from the OMol25 dataset: a 2-piece molecular cluster, C4H10N2OS overall (ωB97M-V with the def2-TZVPD basis set).

Geometry (Å):
N (0.721, 0.121, -1.941)
C (-0.420, -0.240, -1.007)
C (-1.019, 1.083, -0.504)
S (0.263, 2.151, 0.326)
C (-0.308, -1.436, -0.260)
N (-0.907, -1.353, 1.095)
C (-0.063, -0.587, 1.993)
O (0.506, -2.490, -0.426)
H (1.079, 1.027, -1.779)
H (0.327, 0.132, -2.855)
H (2.862, 0.458, 0.685)
H (-1.475, 1.711, -1.320)
H (-1.844, 0.849, 0.153)
H (3.047, 0.586, -0.056)
H (-0.656, -2.370, 1.234)
H (-0.597, 0.142, 2.629)
H (0.675, -0.073, 1.390)
H (0.482, -1.256, 2.696)

=====

Which of them is most stable, and which least? Most stable: 1; least stable: 2.

=====

--- 1 ---
Entry from the OMol25 dataset: a single C3H10N2O molecule (ωB97M-V with the def2-TZVPD basis set).

Geometry (Å):
C (-0.163, -1.057, 0.186)
N (0.394, -0.411, -1.007)
C (1.473, 0.539, -0.759)
O (2.264, 0.702, -1.916)
C (-1.381, -0.417, 0.829)
N (-1.073, 0.809, 1.562)
H (-0.399, -2.049, -0.076)
H (0.618, -1.163, 0.929)
H (-0.344, 0.121, -1.455)
H (2.110, 0.172, 0.040)
H (1.053, 1.461, -0.328)
H (1.862, 0.041, -2.489)
H (-1.754, -1.159, 1.532)
H (-2.123, -0.265, 0.030)
H (-0.613, 1.489, 0.975)
H (-1.924, 1.188, 1.948)

=====

--- 2 ---
Entry from the OMol25 dataset: a 2-piece molecular cluster, C3H10N2O overall (ωB97M-V with the def2-TZVPD basis set).

Geometry (Å):
C (-2.577, 0.065, -1.239)
C (-1.438, 0.600, -2.136)
N (-0.121, 0.555, -1.531)
H (-2.584, 0.555, -0.262)
H (-3.576, 0.179, -1.644)
H (-2.259, -0.942, -0.974)
H (-1.456, -0.043, -3.037)
H (-1.682, 1.589, -2.558)
H (0.638, 0.700, -2.188)
H (-0.040, 1.307, -0.832)
C (1.625, -0.607, 2.143)
N (0.470, -0.721, 1.418)
O (2.587, 0.047, 1.817)
H (1.560, -1.232, 3.027)
H (0.374, -0.098, 0.637)
H (-0.125, -1.529, 1.444)

=====

--- 3 ---
Entry from the OMol25 dataset: a 2-piece molecular cluster, C3H10N2O overall (ωB97M-V with the def2-TZVPD basis set).

Geometry (Å):
C (3.309, -0.515, -0.063)
C (-1.473, -0.107, 0.106)
C (-1.723, 1.347, -0.029)
H (1.537, 0.145, -0.768)
H (2.151, 1.109, 0.638)
H (4.313, -0.277, -0.026)
H (2.843, -1.056, 0.758)
H (3.157, -1.111, -1.020)
H (-2.280, -2.010, -0.057)
H (-3.337, -0.697, -0.751)
H (-1.179, 1.921, 0.781)
H (-2.822, 1.568, 0.068)
H (-1.297, 1.814, -0.991)
N (2.413, 0.718, -0.245)
N (-2.394, -0.978, -0.423)
O (-0.487, -0.492, 0.745)

=====

Which of them is most stable, and which least? Most stable: 2; least stable: 3.

=====

--- 1 ---
Entry from the OMol25 dataset: a 2-piece molecular cluster, C3H10N2O overall (ωB97M-V with the def2-TZVPD basis set).

Geometry (Å):
C (0.598, -1.147, 1.942)
C (0.392, -0.226, 0.668)
C (-0.108, 1.044, 0.652)
N (-0.041, 1.641, -0.685)
N (0.508, -1.048, -0.439)
H (-0.274, -1.799, 1.908)
H (0.669, -0.535, 2.863)
H (1.532, -1.789, 1.831)
H (-0.511, 1.641, 1.535)
H (0.842, 1.466, -1.178)
H (-0.018, 2.622, -0.629)
H (1.041, -1.872, -0.234)
H (-0.224, -1.198, -1.088)
H (-0.819, 0.671, -1.969)
H (-2.260, 0.457, -2.603)
O (-1.328, 0.073, -2.574)

=====

--- 2 ---
Entry from the OMol25 dataset: a 2-piece molecular cluster, C3H10N2O overall (ωB97M-V with the def2-TZVPD basis set).

Geometry (Å):
C (0.309, 1.765, -1.615)
O (0.384, 0.584, -0.827)
H (0.910, 2.617, -1.193)
H (0.751, 1.534, -2.608)
H (-0.700, 2.114, -1.806)
C (1.098, -0.611, 1.797)
N (-1.729, -1.120, -0.478)
C (-0.837, -0.509, 0.389)
N (-0.073, -1.261, 1.188)
H (1.344, -1.075, 2.704)
H (0.785, 0.409, 1.972)
H (1.950, -0.656, 1.122)
H (-1.257, -1.769, -1.068)
H (-2.104, -0.362, -1.093)
H (-0.982, 0.527, 0.727)
H (0.152, -2.187, 0.790)

=====

--- 3 ---
Entry from the OMol25 dataset: a 2-piece molecular cluster, C3H10N2O overall (ωB97M-V with the def2-TZVPD basis set).

Geometry (Å):
O (2.959, -0.610, -0.640)
C (1.988, -1.376, -0.513)
C (0.728, -1.444, -1.519)
H (2.109, -2.290, 0.133)
H (0.470, -2.435, -1.879)
H (-0.215, -1.205, -0.972)
H (0.759, -0.588, -2.282)
N (-1.847, 1.030, 1.677)
C (-1.133, 0.988, 0.373)
N (0.279, 0.961, 0.605)
H (-2.889, 1.213, 1.476)
H (-1.679, 1.603, 2.470)
H (-1.505, 1.910, -0.187)
H (-1.602, 0.091, -0.130)
H (0.593, 1.625, 1.380)
H (0.984, 0.526, 0.007)

=====

Which of them is most stable, and which least? Most stable: 1; least stable: 2.